Version 1
{"formula": "C2H3OPS2", "method": "wB97M-V/def2-TZVPD", "species": ["O", "P", "C", "C", "S", "S", "H", "H", "H"], "xyz": [[2.788, -0.530, 0.590], [1.956, -0.328, -0.817], [0.573, 0.430, -0.208], [-0.457, 1.147, 0.065], [-2.082, 0.489, 0.441], [-1.654, -1.360, -0.331], [2.142, -0.764, 1.232], [-0.692, 2.201, 0.410], [-2.574, -1.285, -1.383]], "smiles": "OP=C=CSS", "homo_lumo_gap_ev": 8.50, "spin_multiplicity": 1}

---

Version 2
{"formula": "C2H3OPS2", "method": "wB97M-V/def2-TZVPD", "species": ["O", "P", "C", "C", "S", "S", "H", "H", "H"], "xyz": [[-2.526, -0.786, -0.169], [-1.507, -0.360, 0.981], [-0.570, 0.834, 0.408], [0.527, 1.498, 0.271], [2.043, 0.702, -0.307], [1.544, -1.263, -0.964], [-2.132, -1.092, -1.044], [0.660, 2.454, 0.687], [1.960, -1.987, 0.137]], "smiles": "OP=C=CSS", "homo_lumo_gap_ev": 8.89, "spin_multiplicity": 1}

---

Energies relative to the most stable structure are version 1 9.3; version 2 0.0, reported in kcal/mol.

---

Version 1
{"formula": "C5H7NS2", "method": "wB97M-V/def2-TZVPD", "species": ["C", "C", "C", "S", "C", "S", "C", "N", "H", "H", "H", "H", "H", "H", "H"], "xyz": [[0.838, 2.651, -1.421], [1.161, 1.447, -0.690], [-0.102, 0.699, -0.015], [-1.398, 0.058, -1.207], [0.296, -0.484, 0.969], [1.662, -1.264, 0.780], [-0.914, -1.224, 1.447], [-2.093, -1.752, 1.585], [1.737, 3.223, -1.549], [0.375, 2.345, -2.487], [0.193, 3.385, -0.904], [1.554, 0.681, -1.407], [1.877, 1.624, 0.159], [-0.451, 1.641, 0.636], [-2.536, 0.115, -0.459]], "smiles": "CC[C@@H](S)C(=S)C#N", "homo_lumo_gap_ev": 7.71, "spin_multiplicity": 1}

---

Version 2
{"formula": "C5H7NS2", "method": "wB97M-V/def2-TZVPD", "species": ["C", "C", "C", "C", "C", "H", "H", "H", "H", "H", "H", "H", "N", "S", "S"], "xyz": [[0.288, 0.657, 0.146], [-0.559, -0.284, 1.208], [-0.424, -1.032, -0.146], [-0.795, 0.193, -0.925], [1.567, 0.051, -0.113], [-1.243, 2.254, -0.549], [0.016, -0.840, 2.049], [-1.491, 0.079, 1.478], [-0.721, -2.137, -0.061], [-0.571, 0.409, -1.997], [-1.819, 0.600, -0.963], [1.605, -1.963, -0.111], [1.103, -1.158, -0.175], [0.022, 2.420, 0.125], [3.020, 0.753, 0.034]], "homo_lumo_gap_ev": 9.02, "spin_multiplicity": 1}

---

Energies relative to the most stable structure are version 1 0.0; version 2 9.9, reported in kcal/mol.

---

Version 1
{"formula": "C5H7NS2", "method": "wB97M-V/def2-TZVPD", "species": ["N", "C", "C", "C", "S", "C", "S", "C", "H", "H", "H", "H", "H", "H", "H"], "xyz": [[2.282, 1.001, -0.080], [1.130, 0.048, 0.250], [-0.061, -0.472, -0.497], [-1.076, -1.634, -0.393], [-2.685, -0.423, 0.053], [-1.506, 0.938, 0.342], [-1.786, 2.605, -0.128], [-0.241, 0.316, 0.848], [2.136, 1.783, -0.713], [3.214, 0.634, -0.510], [1.417, -0.668, 1.098], [-0.025, 0.279, -1.382], [-1.499, -2.105, -1.204], [-0.798, -1.931, 0.670], [-0.502, -0.372, 1.645]], "smiles": "N[C@@H]1[C@H]2CSC(=S)[C@H]12", "homo_lumo_gap_ev": 7.88, "spin_multiplicity": 1}

---

Version 2
{"formula": "C5H7NS2", "method": "wB97M-V/def2-TZVPD", "species": ["C", "C", "C", "C", "C", "N", "S", "S", "H", "H", "H", "H", "H", "H", "H"], "xyz": [[0.194, -0.699, -0.402], [1.575, -0.174, -0.353], [1.454, 0.942, 0.649], [-1.837, -1.340, 0.304], [-0.804, 0.940, -0.776], [-0.529, -1.571, 0.078], [0.258, 2.149, 0.007], [-2.307, 0.498, 0.139], [2.136, -1.000, 0.088], [1.796, 0.442, -1.250], [1.092, 0.535, 1.656], [2.394, 1.392, 0.694], [-2.566, -1.908, -0.379], [-2.092, -1.383, 1.404], [-0.763, 1.177, -1.858]], "homo_lumo_gap_ev": 9.23, "spin_multiplicity": 1}

---

Energies relative to the most stable structure are version 1 68.7; version 2 0.0, reported in kcal/mol.

---

Version 1
{"formula": "H3O6P2", "method": "wB97M-V/def2-TZVPD", "species": ["O", "O", "O", "O", "O", "O", "P", "P", "H", "H", "H"], "xyz": [[2.542, 0.084, -1.410], [3.417, -1.134, 0.578], [2.230, 1.084, 0.992], [-1.395, -1.635, -0.067], [-0.203, 0.129, 1.157], [-0.093, 0.097, -1.305], [2.521, -0.119, 0.072], [0.064, -0.863, -0.091], [-2.188, -1.242, -0.372], [0.565, 0.703, 1.127], [0.886, 0.479, -1.363]], "total_charge": -1, "homo_lumo_gap_ev": 8.89, "spin_multiplicity": 1}

---

Version 2
{"formula": "H3O6P2", "method": "wB97M-V/def2-TZVPD", "species": ["O", "O", "O", "O", "O", "O", "P", "P", "H", "H", "H"], "xyz": [[-1.503, -1.480, -0.348], [-2.145, 0.648, -1.365], [-1.326, 0.716, 1.118], [1.887, 1.714, -0.016], [1.100, -0.734, 0.921], [1.679, -0.981, -1.535], [-1.347, 0.149, -0.263], [0.872, -0.182, -0.593], [1.187, 2.141, 0.414], [0.435, -0.198, 1.370], [-0.837, -1.792, 0.296]], "total_charge": -1, "homo_lumo_gap_ev": 9.85, "spin_multiplicity": 1}

---

Energies relative to the most stable structure are version 1 0.0; version 2 13.5, reported in kcal/mol.